Entry 1:
A cluster of 3 separate species, C12H31NO4 in total. Source: OMol25; level of theory: ωB97M-V/def2-TZVPD.

Output
Energy relative to the best compared isomer or geometry (same formula, charge and spin) = 0.00 kcal/mol
SMILES string = COCCNCCOC.CC(C)O.CC(C)O
Molecular weight = 253.4 g mol⁻¹
Charge = 0
Max |F| = 4.1 eV Å⁻¹
E_LUMO = 0.6 eV
Frontier orbital gap = 0.3479 hartree

Last column: Mulliken charge in e.
Positions of all 48 atoms, in Å:
C 1.860 -2.160 2.000  -0.6099
O 2.232 -3.296 1.226  -0.3645
C 3.343 -3.108 0.302  -0.5661
C 3.078 -2.081 -0.820  -0.4340
N 4.163 -1.991 -1.903  -0.3931
C 3.621 -1.198 -2.966  -0.1964
C 3.956 0.307 -2.878  -0.6027
O 3.642 1.032 -4.092  -0.3636
C 2.197 1.288 -4.324  -0.6589
H 2.758 -1.940 2.578  0.3063
H 0.955 -2.455 2.530  0.2205
H 1.554 -1.354 1.334  0.2533
H 3.600 -4.053 -0.177  0.3035
H 4.204 -2.845 0.918  0.3465
H 2.884 -1.143 -0.299  0.2202
H 2.165 -2.444 -1.291  0.3456
H 4.408 -2.898 -2.274  0.2920
H 2.540 -1.068 -2.919  0.1523
H 4.034 -1.742 -3.816  0.2780
H 5.003 0.513 -2.659  0.3967
H 3.518 0.722 -1.970  0.2506
H 1.719 1.791 -3.483  0.2818
H 1.714 0.337 -4.548  0.2941
H 2.073 1.910 -5.210  0.2496
C -5.117 -0.338 -0.921  -1.3921
C -3.906 -1.227 -1.214  0.5560
C -3.284 -1.244 -2.683  -1.1839
O -2.806 -0.814 -0.512  -0.4723
H -5.341 -0.180 0.134  0.3918
H -6.000 -0.723 -1.431  0.3327
H -4.940 0.678 -1.273  0.3673
H -4.247 -2.227 -0.945  0.1487
H -3.222 -0.197 -2.977  0.3008
H -3.972 -1.697 -3.398  0.3484
H -2.337 -1.766 -2.817  0.3079
H -3.180 -0.374 0.255  0.2942
C -2.526 3.829 3.288  -1.1293
C -1.594 2.758 3.977  0.4142
C -1.164 3.132 5.520  -1.3051
O -2.479 1.654 4.267  -0.5663
H -3.484 3.963 3.792  0.2743
H -2.714 3.792 2.215  0.3187
H -2.060 4.795 3.480  0.3292
H -0.800 2.549 3.261  0.2735
H -0.503 2.399 5.983  0.3168
H -2.070 3.316 6.097  0.4123
H -0.603 4.067 5.502  0.3429
H -2.873 1.730 5.139  0.3177


Entry 2:
An isolated molecule of C5H6N2S. Source: OMol25; level of theory: ωB97M-V/def2-TZVPD.

Output
Energy relative to the best compared isomer or geometry (same formula, charge and spin) = 130.23 kcal/mol
SMILES string = C#C[C@H]1CN(S)C=N1
Molecular weight = 126.2 g mol⁻¹
Charge = 0
Max |F| = 5.2 eV Å⁻¹
E_LUMO = 0.4 eV
Frontier orbital gap = 0.3406 hartree

Last column: Mulliken charge in e.
Positions of all 14 atoms, in Å:
C 1.956 0.811 -2.335  0.1221
C 1.096 0.150 -1.826  -0.6546
C -0.080 -0.549 -1.080  0.1816
C 0.019 -1.212 0.528  -0.5170
N -0.389 0.014 1.255  -0.0806
S -0.971 -0.055 2.844  -0.2166
C -1.076 0.824 0.370  0.0218
N -1.078 0.499 -0.881  -0.5387
H 2.698 1.798 -2.698  0.2982
H -0.225 -1.394 -1.860  0.2953
H -0.695 -2.095 0.459  0.3108
H 0.986 -1.624 0.797  0.3061
H -0.506 1.178 3.603  0.1628
H -1.735 1.656 0.823  0.3087


Entry 3:
A cluster of 2 separate species, C5H7PS in total. Source: OMol25; level of theory: ωB97M-V/def2-TZVPD.

Output
Energy relative to the best compared isomer or geometry (same formula, charge and spin) = 95.55 kcal/mol
Molecular weight = 130.2 g mol⁻¹
Charge = 0
Max |F| = 2.6 eV Å⁻¹
E_LUMO (alpha / beta) = -0.2 / -0.1 eV
Frontier orbital gap (alpha / beta) = 0.3070 / 0.2807 hartree

Last column: Mulliken charge in e.
Positions of all 14 atoms, in Å:
C 1.562 -0.725 0.554  -0.2909
C 1.888 0.501 -0.137  -0.2299
C 0.308 -0.784 1.029  -0.4059
C 0.873 1.376 -0.209  -0.4387
C -1.692 0.374 -0.601  -0.5089
P -0.543 0.782 0.729  -0.0635
S -3.204 -0.377 -0.216  -0.1190
H 2.280 -1.528 0.635  0.3620
H 2.864 0.661 -0.567  0.3842
H -0.117 -1.611 1.572  0.3568
H 0.911 2.353 -0.662  0.4213
H -0.567 -1.061 -1.585  0.0786
H -1.784 1.099 -1.396  0.3551
H -2.779 -1.059 0.854  0.0986


Entry 4:
A cluster of 2 separate species, C4H12NS in total. Source: OMol25; level of theory: ωB97M-V/def2-TZVPD.

Output
Energy relative to the best compared isomer or geometry (same formula, charge and spin) = 30.37 kcal/mol
Molecular weight = 106.2 g mol⁻¹
Charge = +1
Max |F| = 2.0 eV Å⁻¹
E_LUMO = -3.3 eV
Frontier orbital gap = 0.3541 hartree

Last column: Mulliken charge in e.
Positions of all 18 atoms, in Å:
C -2.281 0.966 1.298  -0.7517
S -0.526 1.401 1.057  -0.1130
C -0.430 1.717 -0.756  -0.7822
H -2.561 0.080 0.690  0.2804
H -2.987 1.821 1.077  0.3013
H -2.411 0.642 2.380  0.3126
H 0.604 1.905 -1.038  0.2623
H -0.903 0.912 -1.263  0.3134
H -0.988 2.636 -0.934  0.3470
C 1.508 -1.773 -0.594  -0.0758
C 2.113 -0.832 -1.355  -0.6350
N 0.822 -1.470 0.694  -0.1093
H 1.350 -2.811 -0.896  0.3578
H 2.356 -1.197 -2.364  0.2302
H 2.417 0.187 -1.097  0.3320
H 1.412 -1.702 1.474  0.3708
H 0.517 -0.451 0.823  -0.0603
H -0.011 -2.030 0.804  0.4195


Entry 5:
An isolated molecule of S2. Source: OMol25; level of theory: ωB97M-V/def2-TZVPD.

Output
Energy relative to the best compared isomer or geometry (same formula, charge and spin) = 45.34 kcal/mol
Molecular weight = 64.1 g mol⁻¹
Charge = 0
Max |F| = 5.9 eV Å⁻¹
E_LUMO = -3.8 eV
Frontier orbital gap = 0.2061 hartree

Last column: Mulliken charge in e.
Positions of all 2 atoms, in Å:
S 0.836 -0.324 0.762  0.0000
S -0.836 0.324 -0.762  0.0000


Entry 6:
A structure of composition C28H17N5O7S3SbTc. Source: OMol25; level of theory: ωB97M-V/def2-TZVPD.

Output
Energy relative to the best compared isomer or geometry (same formula, charge and spin) = 0.00 kcal/mol
Molecular weight = 851.4 g mol⁻¹
Charge = +1
2S+1 = 2
Max |F| = 1.2 eV Å⁻¹
E_LUMO (alpha / beta) = -5.2 / -5.0 eV
Frontier orbital gap (alpha / beta) = 0.2413 / 0.2579 hartree

Last column: Mulliken charge in e.
Positions of all 62 atoms, in Å:
Tc -0.998 -1.254 -1.222  0.7165
S -0.381 -3.227 -2.086  -0.3612
C -1.940 -3.275 -2.909  0.8260
S -2.816 -1.860 -2.348  -0.2624
C -2.373 -4.219 -3.763  0.7648
C -1.537 -5.333 -4.097  -0.1958
N -0.869 -6.231 -4.354  -0.3689
C -3.678 -4.136 -4.345  -0.2355
N -4.722 -4.063 -4.817  -0.3601
S -1.929 -1.827 0.867  -0.4843
Sb -0.160 -0.864 2.054  1.9872
C 0.491 -2.204 3.516  0.8276
C 0.482 -3.564 3.227  -0.6734
C 0.929 -4.455 4.191  -0.6804
C 1.371 -3.985 5.420  -0.5125
C 1.368 -2.625 5.700  -0.6038
C 0.926 -1.721 4.745  -0.4315
C 1.233 -0.495 0.529  0.0288
C 1.836 -1.564 -0.139  -0.6281
C 2.760 -1.307 -1.142  -0.6043
C 3.084 0.001 -1.464  -0.5097
C 2.485 1.064 -0.798  -0.7329
C 1.554 0.824 0.199  -0.4430
C -0.716 0.987 2.846  0.5194
C -2.049 1.378 2.809  -0.6927
C -2.405 2.602 3.356  -0.6529
C -1.440 3.415 3.931  -0.5006
C -0.111 3.017 3.969  -0.8201
C 0.261 1.796 3.427  -0.1115
H 0.114 -3.932 2.276  0.3341
H 0.924 -5.517 3.984  0.4134
H 1.715 -4.685 6.169  0.3939
H 1.705 -2.267 6.663  0.4135
H 0.911 -0.661 4.969  0.3647
H 1.600 -2.588 0.127  0.6716
H 3.225 -2.127 -1.672  0.4784
H 3.804 0.194 -2.246  0.3886
H 2.748 2.082 -1.057  0.5124
H 1.081 1.650 0.713  0.4311
H -2.798 0.749 2.343  0.3678
H -3.437 2.922 3.327  0.4427
H -1.726 4.367 4.357  0.4280
H 0.635 3.655 4.424  0.4224
H 1.299 1.486 3.463  0.4639
O -0.673 6.164 -3.133  -0.5924
N -0.003 5.395 -3.786  1.0350
O 0.598 5.654 -4.805  -0.5919
C -0.073 3.970 -3.408  -0.7095
C -0.816 3.606 -2.314  -0.2864
C -0.865 2.264 -1.955  -0.1566
C -0.160 1.270 -2.657  1.1581
O -0.149 0.005 -2.347  -0.2755
C 0.566 1.717 -3.784  -0.3161
C 0.602 3.031 -4.176  -0.6150
N 1.307 0.746 -4.614  0.8980
O 1.268 0.926 -5.810  -0.5676
O 1.920 -0.131 -4.040  -0.5045
N -1.691 1.934 -0.815  0.9692
O -1.808 0.754 -0.450  -0.5484
O -2.266 2.819 -0.239  -0.5946
H -1.359 4.346 -1.745  0.7198
H 1.145 3.329 -5.062  0.6471


Entry 7:
A cluster of 8 separate species, C4H22NO9 in total. Source: OMol25; level of theory: ωB97M-V/def2-TZVPD.

Output
Energy relative to the best compared isomer or geometry (same formula, charge and spin) = 105.44 kcal/mol
Molecular weight = 228.2 g mol⁻¹
Charge = -1
Max |F| = 7.4 eV Å⁻¹
E_LUMO = 3.1 eV
Frontier orbital gap = 0.3212 hartree

Last column: Mulliken charge in e.
Positions of all 36 atoms, in Å:
C -0.614 -1.255 -1.976  -0.3093
N 0.573 -1.323 -2.544  -0.6171
C 2.096 0.595 -2.085  -1.5496
C 1.772 -0.992 -1.783  0.3892
C 1.848 -1.091 -0.294  -0.4510
O 1.264 0.046 0.332  -0.1339
O -1.093 -0.757 -0.925  -0.5086
H -1.603 -1.572 -2.521  0.2400
H 0.281 0.067 -0.133  0.2432
H 2.004 1.200 -1.200  0.2805
H 1.419 0.715 -2.973  0.4937
H 3.037 0.655 -2.529  0.3714
H 2.571 -1.656 -2.099  0.4765
H 2.862 -1.004 0.196  0.3378
H 1.273 -2.020 0.031  -0.0013
H -1.257 0.799 -1.620  0.4109
H -0.155 1.718 -2.206  0.2223
O -0.975 1.818 -1.754  -0.7574
H 2.072 0.545 1.933  0.3258
H 1.292 0.954 3.141  0.3663
O 2.246 1.113 2.685  -0.7585
H -1.066 0.119 2.252  0.1693
H -0.532 1.563 2.551  0.5213
O -0.587 0.618 2.776  -0.6862
H -3.070 0.865 0.708  0.3252
H -2.519 1.846 -0.273  0.3047
O -2.678 1.722 0.601  -0.6198
H -1.254 2.730 1.398  0.3676
H 0.378 2.731 0.897  0.3072
O -0.317 2.874 1.527  -0.7130
H -0.104 -2.783 1.473  0.3171
H -0.541 -3.556 0.292  0.3221
O -0.222 -3.685 1.108  -0.6500
H -2.710 -0.925 0.257  0.3646
H -2.523 -1.490 1.678  0.2817
O -3.168 -1.186 1.079  -0.6826


Entry 8:
An isolated molecule of C3HN3O2. Source: OMol25; level of theory: ωB97M-V/def2-TZVPD.

Output
Energy relative to the best compared isomer or geometry (same formula, charge and spin) = 80.31 kcal/mol
SMILES string = c1nc2nonc2o1
Molecular weight = 111.1 g mol⁻¹
Charge = 0
Max |F| = 5.3 eV Å⁻¹
E_LUMO = -0.7 eV
Frontier orbital gap = 0.3742 hartree

Last column: Mulliken charge in e.
Positions of all 9 atoms, in Å:
C -0.990 1.300 0.172  0.0404
N -1.513 0.211 -0.317  -0.4885
C -0.410 -0.684 -0.231  0.5282
N 0.026 -1.872 -0.589  -0.3418
O 1.459 -1.858 -0.327  -0.0712
N 1.924 -0.588 0.191  -0.3196
C 0.685 -0.010 0.334  0.5243
O 0.316 1.299 0.518  -0.3123
H -1.498 2.203 0.249  0.4405


Entry 9:
An isolated molecule of C5H9N. Source: OMol25; level of theory: ωB97M-V/def2-TZVPD.

Output
Energy relative to the best compared isomer or geometry (same formula, charge and spin) = 44.01 kcal/mol
SMILES string = C=NCC(=C)C
Molecular weight = 83.1 g mol⁻¹
Charge = 0
Max |F| = 0.6 eV Å⁻¹
E_LUMO = 1.1 eV
Frontier orbital gap = 0.3754 hartree

Last column: Mulliken charge in e.
Positions of all 15 atoms, in Å:
C 1.502 -1.432 0.019  -0.1978
N 1.544 -0.582 -0.916  -0.4974
C 0.186 -0.139 -1.274  -0.6058
C -0.339 0.583 -0.034  0.6756
C 0.486 1.426 0.586  -1.0018
C -1.687 0.225 0.538  -1.1702
H 2.384 -1.652 0.614  0.2929
H 0.556 -1.894 0.342  0.2173
H -0.447 -0.989 -1.574  0.3480
H 0.218 0.557 -2.120  0.3112
H 0.167 2.020 1.434  0.3331
H 1.529 1.514 0.290  0.3327
H -2.501 0.819 0.116  0.2916
H -1.675 0.373 1.621  0.3454
H -1.925 -0.830 0.358  0.3253


| no. | energy (eV) |
| --- | --- |
| 1 | -22622.7251 |
| 2 | -19092.3634 |
| 3 | -25417.8007 |
| 4 | -16660.3427 |
| 5 | -21667.0311 |
| 6 | -92320.8532 |
| 7 | -24422.3805 |
| 8 | -11687.9569 |
| 9 | -6819.0863 |